The following is a DFT calculation (ωB97M-V/def2-TZVPD) of a molecular structure, C59H52N5O2P2RuS4Se at a distorted geometry.

Properties
LUMO level (alpha / beta)	-0.048 / -0.052	Eh
⟨S²⟩	0.753
total energy	-7475.61833	Eh
orbital gap (alpha / beta)	5.90 / 5.77	eV
relative energy (zero: lowest compared OMol25 entry of this formula, charge and spin)	104.02	kJ/mol
net charge	0
spin multiplicity	2

Geometry as XYZ:
```
126
Properties=species:S:1:pos:R:3:mulliken_spin:R:1
Ru -0.72093 -0.90114 0.12070 -0.028
S 0.07645 -1.67419 2.23020 -0.003
C 0.71940 -3.15933 1.90798 0.006
N 0.87601 -4.10739 2.82587 -0.001
C 1.33887 -5.44509 2.47681 0.000
C 2.38753 -5.34863 1.40717 0.000
N 1.84511 -4.60076 0.27575 0.001
C 2.23343 -5.08723 -1.05155 0.000
C 3.71583 -4.97957 -1.29928 0.001
C 4.50331 -6.12363 -1.31163 0.000
C 5.87032 -6.03984 -1.54005 0.000
C 6.45879 -4.80398 -1.75321 0.000
C 5.67822 -3.65525 -1.73657 0.000
C 4.31537 -3.74088 -1.50866 0.000
C 1.17534 -3.46337 0.47379 -0.004
S 0.85745 -2.38699 -0.74568 -0.001
C 0.67581 -3.85179 4.25436 -0.001
C 2.00862 -3.60674 4.91948 0.000
C 2.83804 -2.58138 4.46558 0.000
C 4.07323 -2.37447 5.05155 -0.001
C 4.49604 -3.18412 6.09993 0.001
C 3.67870 -4.20580 6.55344 -0.001
C 2.44013 -4.41919 5.95897 0.002
H 0.48498 -6.03618 2.13036 0.000
H 1.75191 -5.90952 3.37098 0.000
H 2.66728 -6.34096 1.05786 0.000
H 3.28841 -4.85310 1.78300 0.000
H 1.66672 -4.52636 -1.79105 0.000
H 1.92371 -6.13289 -1.10531 0.000
H 4.04266 -7.09290 -1.15944 0.000
H 6.47156 -6.93900 -1.55371 0.000
H 7.52239 -4.73395 -1.93688 0.000
H 6.13702 -2.69148 -1.91592 0.000
H 3.70492 -2.84700 -1.49921 -0.001
H 0.18020 -4.72292 4.68365 0.000
H 0.00711 -2.99847 4.36169 0.000
H 2.51627 -1.93800 3.65462 -0.001
H 4.70778 -1.57616 4.68922 0.000
H 5.45885 -3.01408 6.56300 0.000
H 4.00222 -4.84162 7.36677 0.000
H 1.80223 -5.22011 6.31418 0.000
C -0.59800 1.08721 -2.83609 0.010
N 0.09434 2.15591 -2.12206 -0.018
C 1.19975 1.68327 -1.30854 0.003
P 0.71816 0.89913 0.28486 -0.001
C 2.41305 0.51481 0.89943 -0.004
C 2.84714 0.93307 2.15567 0.001
C 4.13549 0.65493 2.59112 -0.001
C 5.01504 -0.04386 1.77880 0.001
C 4.59014 -0.47882 0.53141 -0.002
C 3.30128 -0.20683 0.10216 0.001
C 0.23901 2.29201 1.35327 0.007
C -0.42360 1.99433 2.54190 0.006
C -0.84582 3.00642 3.38851 0.002
C -0.62437 4.33317 3.04675 -0.003
C 0.02217 4.64016 1.85859 0.010
C 0.45243 3.62652 1.01531 0.015
C 0.32069 3.36220 -2.83870 -0.008
C -0.71230 3.96223 -3.56766 0.012
C -0.51576 5.14438 -4.25597 0.008
C 0.71635 5.78192 -4.23486 0.000
C 1.75086 5.19386 -3.53222 0.000
C 1.56583 3.99587 -2.85464 -0.002
P -1.62749 -0.08530 -1.81876 0.014
C -2.09169 -1.24547 -3.14815 0.002
C -2.86155 -0.81323 -4.23014 -0.001
C -3.19323 -1.69005 -5.24808 0.000
C -2.76950 -3.01236 -5.19137 0.000
C -2.00755 -3.45023 -4.12249 -0.001
C -1.66204 -2.56614 -3.10831 0.000
C -3.24729 0.72137 -1.50310 0.059
C -4.21784 -0.09878 -1.08961 0.021
C -5.48367 0.40330 -0.56420 0.000
C -5.80586 1.68635 -0.68027 0.004
C -4.90972 2.66112 -1.38629 -0.086
C -3.41553 2.20766 -1.36244 0.084
H 0.13915 0.43316 -3.33313 -0.001
H -1.22237 1.50167 -3.62738 0.000
H 1.87049 2.49836 -1.05829 -0.002
H 1.79466 0.93162 -1.84832 -0.001
H 2.17854 1.48108 2.80643 0.001
H 4.45026 0.99806 3.56834 0.000
H 6.02577 -0.24229 2.10976 0.000
H 5.26464 -1.03276 -0.10714 0.000
H 2.98648 -0.57400 -0.86639 0.001
H -0.65931 0.96901 2.79411 -0.005
H -1.37117 2.75456 4.29939 0.001
H -0.97245 5.12586 3.69559 0.000
H 0.17558 5.67278 1.57412 0.001
H 0.92724 3.89846 0.08197 0.001
H -1.68289 3.49994 -3.61069 -0.014
H -1.33932 5.57262 -4.81331 0.000
H 0.86771 6.70956 -4.76891 0.000
H 2.72848 5.65757 -3.51587 0.000
H 2.41828 3.56164 -2.35572 0.000
H -3.22451 0.20688 -4.26392 0.001
H -3.79314 -1.34754 -6.08086 0.000
H -3.04434 -3.70105 -5.97956 0.000
H -1.69089 -4.48283 -4.06638 0.000
H -1.08249 -2.91225 -2.26882 0.001
H -4.05860 -1.17187 -1.07646 -0.001
H -6.16581 -0.29979 -0.10645 0.001
H -6.77630 2.04173 -0.35661 0.001
H -5.22290 2.66650 -2.44079 0.000
H -2.92217 2.70798 -2.18863 -0.053
S -3.54830 0.04132 3.68525 0.006
C -2.78171 -0.09785 2.25130 0.009
N -2.24981 -0.17136 1.21296 0.001
Se -2.99076 -5.26480 0.83877 0.000
C -2.33251 -3.65920 0.32299 0.000
N -1.88058 -2.62918 0.03054 0.001
O -4.76032 9.15416 -0.32994 0.000
C -5.12694 8.14894 0.50041 0.002
O -5.44994 8.40446 1.62540 0.000
C -5.09783 6.75558 -0.05058 -0.001
C -5.54820 5.73634 0.77877 0.001
C -5.52308 4.41745 0.35685 0.007
C -5.04423 4.08991 -0.90422 -0.006
S -2.46744 2.80745 0.06450 0.933
C -4.61163 5.11454 -1.74166 0.021
C -4.63069 6.43094 -1.32253 -0.010
H -4.56127 8.81078 -1.20789 0.000
H -5.90595 5.99626 1.76519 0.000
H -5.84098 3.63708 1.03509 0.002
H -4.23866 4.87609 -2.73142 -0.001
H -4.25397 7.18177 -2.00848 0.000
```